C5H16BO2Si | ωB97M-V/def2-TZVPD

Each atom is followed by the atoms it is bonded to, with distances in Å.
Geometry (Å):
1 C 3.319 -1.008 0.197  Si2 1.934, H10 1.194, H11 1.174, H12 1.174
2 Si 1.622 -0.085 0.110  C1 1.934, C3 1.964, C4 1.961, O5 1.758
3 C 1.429 0.480 -1.761  Si2 1.964, H13 1.177, H14 1.185, H15 1.171
4 C 1.784 1.514 1.233  Si2 1.961, H16 1.171, H17 1.176, H18 1.170
5 O 0.250 -1.012 0.700  Si2 1.758, C6 1.499
6 C -1.002 -0.189 0.689  O5 1.499, C7 1.640, H19 1.192, H20 1.174
7 C -2.269 -1.180 0.363  C6 1.640, B8 1.644, H21 1.190, H22 1.193
8 B -3.531 -0.466 -0.411  C7 1.644, O9 1.476, H23 1.184, H24 1.180
9 O -3.341 0.961 -0.739  B8 1.476, H25 1.005
10 H 4.013 -0.525 -0.646  C1 1.194
11 H 3.846 -0.762 1.217  C1 1.174
12 H 3.264 -2.153 -0.059  C1 1.174
13 H 2.329 1.192 -2.025  C3 1.177
14 H 0.437 1.121 -1.859  C3 1.185
15 H 1.343 -0.458 -2.456  C3 1.171
16 H 1.112 1.330 2.174  C4 1.171
17 H 1.360 2.392 0.575  C4 1.176
18 H 2.891 1.668 1.583  C4 1.170
19 H -1.152 0.392 1.719  C6 1.192
20 H -0.825 0.637 -0.125  C6 1.174
21 H -2.595 -1.678 1.393  C7 1.190
22 H -1.918 -2.082 -0.335  C7 1.193
23 H -4.503 -0.558 0.260  B8 1.184
24 H -3.761 -1.047 -1.412  B8 1.180
25 H -4.100 1.516 -0.386  O9 1.005

Computed properties:
* E_LUMO: 3.17 eV
* total charge: -1
* strongest force on any atom: 0.0528 hartree/bohr
* HOMO-LUMO gap: 6.9 eV
* electronic energy: -18094.21271 eV
* multiplicity: 1

Löwdin population analysis, charges in e, atoms 1 to 8: C -0.2342; Si 0.4666; C -0.2234; C -0.2136; O -0.3215; C -0.2609; C -0.1799; B -0.7093